1.
52
Properties=species:S:1:pos:R:3:forces:R:3:mulliken_charge:R:1 method="wB97M-V/def2-TZVPD" orbital_gap_ha="0.216 / 0.216" total_charge=+2 e_homo_ev="-13.0 / -13.0" de_lowest_kj_mol=0.00
C -0.517 2.613 -2.634 0.52 2.27 -2.58 -0.896
C 0.016 2.363 -4.080 -0.68 0.43 0.66 0.763
H -1.092 3.536 -2.840 0.79 0.20 0.94 0.333
H 0.375 2.743 -1.978 -0.44 0.43 -0.66 0.428
C 0.774 1.240 -4.279 0.79 -0.62 -0.59 1.004
C 0.991 0.371 -3.189 0.78 0.38 -0.43 -1.047
H 1.235 0.713 -2.177 -0.38 -0.17 -0.57 0.472
H 1.296 -0.634 -3.485 -0.03 0.04 0.50 0.282
C -0.307 3.307 -5.267 -1.16 -0.11 0.48 -1.468
H -1.066 4.072 -5.016 0.31 -0.49 0.29 0.385
H -0.765 2.750 -6.124 0.61 0.14 0.69 0.344
H 0.519 3.910 -5.678 0.21 -0.67 0.36 0.362
C 1.363 0.920 -5.684 -1.53 -0.47 0.11 -1.442
H 2.094 1.642 -6.033 -0.02 0.32 0.33 0.353
H 0.551 0.878 -6.445 0.50 0.14 0.50 0.324
H 1.845 -0.048 -5.726 0.13 -0.25 0.25 0.404
Zn 0.288 -0.702 2.520 -0.52 1.04 0.73 0.058
O -0.315 0.176 0.764 -0.12 -0.18 -0.06 -0.957
C -0.805 -0.354 -0.295 0.45 1.19 -1.14 0.835
O -0.666 -2.351 2.044 0.20 0.03 -1.00 -0.592
C -0.923 -2.625 0.848 -0.19 0.68 0.54 0.750
O -1.283 -3.851 0.568 0.02 0.29 -0.88 -0.311
N -0.953 -1.794 -0.246 -0.10 0.19 -0.07 0.430
C -1.663 -3.898 -0.836 -0.54 -1.59 -0.55 -0.446
C -1.343 -2.558 -1.428 0.30 0.38 -0.11 -0.488
H -2.732 -4.139 -0.912 0.34 0.09 0.34 0.288
H -1.116 -4.700 -1.349 -0.07 0.14 0.52 0.334
H -2.215 -2.124 -1.905 -0.03 0.07 -0.02 0.378
H -0.514 -2.600 -2.142 -0.15 0.07 0.09 0.216
C -1.122 0.323 -1.552 0.34 -1.05 1.15 -0.817
C -1.463 1.812 -1.802 -1.46 -4.22 -1.12 -0.762
H -1.447 -0.367 -2.300 -0.40 -0.12 -0.33 0.323
H -1.405 2.203 -0.879 0.24 1.90 3.32 0.440
H -2.568 1.892 -2.023 1.29 -0.09 -0.51 0.403
N 3.635 -0.453 2.104 -0.10 0.03 -0.10 -0.338
C 3.172 -0.155 3.325 -0.47 -0.12 0.87 0.760
N 1.894 -0.169 3.651 0.19 -0.03 -0.99 -0.006
C 1.668 0.159 4.988 2.38 -0.03 0.13 -0.166
C 2.838 0.365 5.692 -2.33 -0.27 -1.05 -0.242
S 4.192 0.198 4.674 0.45 0.03 -0.37 -0.159
C 0.300 0.102 5.397 -2.25 -0.28 1.40 -0.013
C -0.305 0.243 6.630 1.24 -0.07 -1.52 -0.218
S -1.983 -0.149 6.542 0.09 -0.16 -0.63 -0.105
C -1.807 -0.534 4.836 1.07 0.14 0.53 0.501
N -0.580 -0.308 4.397 -0.45 -0.24 -0.37 0.084
N -2.745 -1.088 4.047 -0.38 0.32 0.41 -0.346
H 4.628 -0.427 1.980 0.12 -0.12 -0.51 0.212
H 3.003 -0.658 1.333 0.55 0.18 0.40 0.101
H 2.866 0.555 6.735 0.43 0.22 0.59 0.448
H 0.235 0.496 7.531 -0.46 0.08 0.12 0.396
H -3.648 -1.283 4.457 0.15 -0.14 -0.34 0.235
H -2.425 -1.614 3.242 -0.23 0.07 0.28 0.170

---

2.
89
Properties=species:S:1:pos:R:3:forces:R:3:mulliken_charge:R:1 method="wB97M-V/def2-TZVPD" orbital_gap_ha="0.283 / 0.287" total_charge=-2 multiplicity=6 e_homo_ev="-3.7 / -3.8" s_squared=8.75 de_lowest_kj_mol=61.06
Mn 2.077 0.068 0.375 0.25 -0.59 0.07 1.811
O 5.118 -1.445 2.953 -0.04 0.13 -0.12 -0.828
C 4.045 -1.193 2.409 -0.04 -0.37 0.27 -0.204
O 3.842 -0.326 1.493 -0.51 0.39 -0.41 -0.824
C 2.806 -1.981 2.912 0.23 0.23 -0.16 0.384
C 1.609 -1.063 3.229 0.06 -0.22 0.44 0.089
C 0.673 -1.774 4.216 0.02 0.09 -0.11 -1.034
C 0.078 -2.879 3.307 0.02 0.07 -0.07 -0.934
C 0.702 -2.530 1.943 0.02 -0.36 0.11 0.307
O 0.822 -1.101 2.020 0.09 0.50 -0.11 0.846
C 2.165 -2.986 1.899 0.02 0.17 -0.38 0.142
C 2.715 -2.944 0.443 0.02 -0.21 0.33 -0.237
O 3.470 -3.846 0.098 -0.07 0.08 -0.05 -0.812
O 2.270 -1.997 -0.300 -0.05 0.64 -0.15 -0.421
H 3.140 -2.498 3.809 -0.05 -0.05 0.01 0.588
H 1.863 -0.038 3.482 -0.04 0.01 -0.08 0.257
H 1.210 -2.164 5.079 0.01 0.00 0.01 0.452
H -0.094 -1.082 4.565 -0.01 -0.02 -0.01 0.336
H 0.366 -3.882 3.623 -0.03 -0.03 -0.01 0.381
H -1.011 -2.831 3.263 0.01 0.02 0.02 0.325
H 0.109 -2.816 1.077 0.02 0.10 -0.02 -0.087
H 2.286 -4.014 2.236 -0.01 0.00 0.06 0.409
N 4.099 1.422 -1.470 -0.33 0.08 -0.03 -0.540
C 3.169 2.178 -2.302 -0.05 -0.27 0.14 -1.091
C 1.636 1.976 -2.155 0.39 0.13 -0.02 0.377
O 0.916 2.511 -2.991 0.02 -0.04 0.01 -0.753
O 1.221 1.277 -1.160 0.22 -0.66 0.48 0.409
H 4.076 1.684 -0.493 0.07 -0.04 0.04 0.257
H 3.995 0.419 -1.562 0.05 -0.03 0.04 0.264
H 3.399 1.963 -3.347 -0.05 0.10 -0.04 0.358
H 3.360 3.240 -2.139 -0.05 0.03 -0.08 0.365
C -4.501 -1.309 -0.984 0.02 -0.09 -0.01 -1.516
C -3.626 -2.512 -1.230 -0.05 0.06 -0.01 1.114
C -4.245 -3.756 -1.364 0.02 -0.05 -0.05 -0.498
C -3.517 -4.912 -1.597 -0.03 0.02 0.00 -0.673
C -2.137 -4.835 -1.708 -0.02 -0.08 -0.02 -0.858
C -1.516 -3.604 -1.574 0.08 0.09 0.01 -0.775
C -2.232 -2.426 -1.337 0.22 0.12 0.31 0.613
Sb -0.781 -0.762 -1.039 -0.54 -0.02 -0.63 -0.765
C -0.224 -0.862 -3.139 -0.04 0.10 0.28 0.599
C 1.139 -1.088 -3.326 -0.02 0.06 0.07 -1.057
C 1.691 -1.157 -4.596 0.05 -0.03 -0.07 -0.899
C 0.872 -1.006 -5.702 0.02 -0.02 -0.04 -0.732
C -0.490 -0.827 -5.528 -0.03 -0.01 0.00 -0.763
C -1.061 -0.770 -4.258 -0.07 0.05 0.02 0.937
C -2.558 -0.650 -4.137 0.10 -0.02 0.02 -1.119
C -2.090 0.956 -0.917 0.25 -0.14 -0.05 1.438
C -2.142 1.898 -1.937 0.11 0.09 0.04 -0.637
C -2.919 3.042 -1.804 -0.05 0.05 -0.04 -0.900
C -3.633 3.256 -0.636 0.00 -0.02 0.00 -0.898
C -3.539 2.344 0.406 0.00 0.05 0.02 -0.878
C -2.759 1.199 0.288 -0.04 0.05 0.04 1.247
C -2.597 0.283 1.476 0.09 0.06 -0.11 -1.646
H -5.506 -1.481 -1.373 0.00 0.00 0.01 0.486
H -4.088 -0.420 -1.452 -0.05 0.03 -0.02 0.051
H -4.587 -1.102 0.086 -0.04 0.04 -0.05 0.315
H -5.327 -3.813 -1.291 0.00 0.02 0.01 0.369
H -4.026 -5.864 -1.694 0.01 0.00 0.00 0.330
H -1.551 -5.728 -1.891 0.02 0.03 -0.01 0.440
H -0.432 -3.549 -1.660 0.00 -0.08 0.01 0.408
H 1.776 -1.226 -2.460 0.07 0.00 0.02 0.750
H 2.755 -1.321 -4.718 -0.01 0.00 0.03 0.474
H 1.291 -1.035 -6.701 0.00 0.00 0.00 0.349
H -1.132 -0.725 -6.397 -0.01 -0.01 0.01 0.350
H -3.005 -0.378 -5.095 0.00 0.02 0.01 0.439
H -2.835 0.099 -3.397 -0.08 -0.05 -0.04 0.062
H -2.982 -1.603 -3.816 -0.05 -0.02 0.00 0.184
H -1.518 1.775 -2.815 -0.03 0.01 0.00 0.263
H -2.952 3.770 -2.605 0.04 -0.01 0.01 0.383
H -4.236 4.149 -0.517 0.00 0.00 -0.01 0.317
H -4.056 2.544 1.338 0.00 -0.04 0.01 0.363
H -3.333 0.510 2.248 -0.01 -0.03 0.00 0.540
H -1.600 0.415 1.906 0.00 -0.08 0.04 0.036
H -2.697 -0.769 1.194 0.01 0.00 0.08 0.181
F -0.153 3.183 0.520 -0.17 0.01 -0.03 -0.078
C 0.261 3.974 1.503 -0.02 -0.19 -0.19 0.641
F 0.842 5.040 0.954 -0.04 -0.03 0.05 -0.257
F -0.803 4.364 2.203 0.12 0.00 0.04 -0.256
S 1.471 2.985 2.563 -0.23 -0.04 0.04 1.486
O 1.687 1.792 1.781 0.30 0.13 -0.20 -0.842
O 0.837 2.790 3.834 -0.19 -0.07 0.03 -0.801
N 2.786 3.861 2.617 -0.16 -0.06 -0.03 -0.498
S 2.673 5.112 3.587 0.10 0.35 0.57 0.971
O 1.361 5.690 3.640 -0.10 0.07 0.05 -0.626
O 3.788 5.995 3.432 0.20 -0.24 -0.29 -0.715
C 2.940 4.397 5.318 0.19 0.06 -0.01 0.685
F 1.824 4.412 6.047 0.06 -0.04 -0.09 -0.237
F 3.415 3.151 5.276 -0.06 0.13 0.05 -0.228
F 3.846 5.156 5.965 -0.14 -0.11 -0.05 -0.262

---

3.
15
Properties=species:S:1:pos:R:3:forces:R:3:mulliken_charge:R:1 method="wB97M-V/def2-TZVPD" orbital_gap_ha=0.299 total_charge=0 e_homo_ev=-7.3 de_lowest_kj_mol=282.71
C 2.524 -0.548 -0.440 -0.05 0.02 -0.01 -0.406
N 1.276 -0.175 -0.287 0.36 -0.13 0.04 0.710
C 0.844 1.207 -0.349 -0.18 0.01 0.14 -0.394
C -0.394 1.250 0.122 0.17 -0.08 -0.08 -0.581
C -0.771 -0.156 0.517 -0.20 0.04 0.06 0.627
C -2.143 -0.668 0.111 -0.09 -0.01 -0.02 -1.300
N 0.296 -0.991 0.008 0.06 0.14 0.11 -1.017
H 3.278 0.183 -0.672 -0.12 0.04 -0.13 0.201
H 2.740 -1.587 -0.241 0.04 0.12 -0.11 0.286
H -0.712 -0.190 1.621 -0.13 0.07 0.02 0.158
H 1.522 1.973 -0.707 -0.10 -0.22 0.10 0.343
H -1.008 2.132 0.264 0.11 -0.13 -0.06 0.366
H -2.305 -0.566 -0.965 0.05 -0.02 0.08 0.327
H -2.938 -0.136 0.643 0.09 -0.02 -0.08 0.355
H -2.209 -1.728 0.374 -0.01 0.15 -0.07 0.328